Molecular formula: C25H45FeNP2Se
Method: DFT, ωB97M-V/def2-TZVPD

Results
⟨S²⟩	8.78
HOMO-LUMO gap (spin up / spin down)	0.320 / 0.251	hartree
total energy	-146449.799	eV
E_LUMO (spin up / spin down)	-1.740 / -3.908	eV

Geometry as ORCA input:
```
! RIJCOSX wB97M-V def2-TZVPD def2/J DEFGRID3
* xyz 1 6
Fe -0.02 0.03 1.18
C -1.80 1.57 0.95
C -2.20 0.64 -0.06
C -2.12 -0.52 1.94
C -1.83 0.88 2.21
C -2.39 -0.64 0.53
C -1.69 3.03 0.77
H -1.30 3.29 -0.23
H -1.03 3.49 1.52
H -2.67 3.52 0.87
C -1.89 1.53 3.54
H -1.62 2.58 3.48
H -1.23 1.03 4.27
H -2.92 1.48 3.95
C -2.37 -1.57 2.95
H -3.44 -1.63 3.19
H -1.83 -1.36 3.88
H -2.05 -2.56 2.59
C -2.98 -1.82 -0.12
H -4.08 -1.75 -0.14
H -2.73 -2.74 0.40
H -2.64 -1.91 -1.17
C -2.58 1.02 -1.44
H -3.58 1.48 -1.48
H -2.58 0.15 -2.10
H -1.87 1.75 -1.85
C 1.56 0.46 -2.26
C 0.53 1.28 -2.43
C -0.11 1.52 -3.79
C -1.01 0.40 -4.38
C -1.08 -0.90 -3.63
C -0.01 -1.70 -3.46
C 1.33 -1.41 -4.08
C 2.19 -0.31 -3.40
H 0.67 1.76 -4.54
H -0.68 0.24 -5.42
H -0.73 2.43 -3.70
H 2.52 0.38 -4.20
H 2.09 0.39 -1.31
H 0.18 1.92 -1.63
H 3.11 -0.79 -3.02
H 1.91 -2.35 -4.07
H -0.11 -2.68 -3.00
H 1.22 -1.13 -5.14
H -2.04 0.80 -4.45
H -2.08 -1.25 -3.38
P 1.64 1.87 1.43
C 1.48 2.82 2.98
H 2.36 3.46 3.07
H 1.44 2.14 3.84
H 0.58 3.44 2.98
C 3.28 1.11 1.59
H 3.97 1.86 1.99
H 3.64 0.77 0.61
H 3.24 0.26 2.27
C 1.87 3.16 0.18
H 2.18 2.72 -0.77
H 2.64 3.86 0.54
H 0.93 3.71 0.01
P 0.94 -2.28 0.77
C -0.14 -3.46 -0.09
H 0.45 -4.32 -0.42
H -0.60 -2.98 -0.96
H -0.94 -3.81 0.59
C 2.43 -2.29 -0.26
H 2.15 -2.19 -1.31
H 2.95 -3.25 -0.11
H 3.09 -1.46 0.02
C 1.42 -3.24 2.25
H 1.74 -4.25 1.96
H 0.57 -3.31 2.95
H 2.24 -2.73 2.78
Se 0.99 -0.81 5.80
C 0.82 -0.52 4.08
N 0.64 -0.33 2.91
*
```